[1]
{
  "formula": "C37H40CoO2P2",
  "method": "ωB97M-V with the def2-TZVPD basis set",
  "total_energy_ha": -3649.514146,
  "spin_multiplicity": 4,
  "homo_lumo_gap_ev": [6.42, 6.32],
  "e_homo_ev": [-6.4188, -6.3892],
  "de_lowest_kj_mol": 93.1,
  "max_force_ha_per_bohr": 0.059,
  "symbols": ["Co", "C", "C", "C", "C", "C", "C", "C", "C", "C", "H", "H", "H", "H", "H", "H", "H", "H", "H", "H", "H", "H", "H", "H", "H", "P", "P", "C", "C", "C", "C", "C", "C", "C", "C", "C", "C", "C", "C", "C", "C", "C", "C", "C", "C", "C", "C", "C", "C", "C", "C", "C", "C", "H", "H", "H", "H", "H", "H", "H", "H", "H", "H", "H", "H", "H", "H", "H", "H", "H", "H", "H", "H", "H", "H", "C", "O", "C", "O", "H", "H", "H"],
  "coordinates": [[-1.06711, 1.24659, 1.17923], [-3.89118, -2.54896, 3.02778], [-2.67673, -3.11738, 3.02152], [-2.05138, -3.99623, 1.94433], [-1.75816, -3.28570, 0.58094], [-2.85280, -2.51892, -0.08689], [-4.16255, -2.56467, 0.16478], [-4.84188, -3.64925, 0.95955], [-5.07761, -3.28322, 2.44004], [-2.20964, 1.89585, -0.37938], [-4.09855, -1.61440, 3.57473], [-2.09559, -3.11551, 3.98089], [-2.61165, -4.92267, 1.74717], [-1.08586, -4.36766, 2.34955], [-0.91020, -2.59924, 0.72979], [-1.37943, -4.05753, -0.11857], [-2.50200, -1.84358, -0.89064], [-4.82357, -1.82892, -0.31470], [-4.18503, -4.52560, 0.98172], [-5.77572, -3.98383, 0.46894], [-6.02215, -2.75221, 2.58331], [-5.21731, -4.22979, 2.98297], [-2.64263, 1.01315, -0.85815], [-1.74858, 2.48607, -1.18118], [-3.05287, 2.46413, 0.04348], [2.21989, 1.18396, 0.43140], [1.63865, 1.16305, -1.99775], [2.85318, -0.38354, -0.28682], [2.64931, -0.32559, -1.62894], [3.84435, 1.85048, 1.07013], [4.99675, 1.05860, 1.22085], [6.19315, 1.61823, 1.67388], [6.27885, 2.98326, 1.94942], [5.14434, 3.78180, 1.77698], [3.93551, 3.22678, 1.35039], [1.23880, 0.47643, 1.76707], [0.04756, -0.33039, 1.46849], [-0.79403, -0.59931, 2.63632], [-0.24084, -0.48669, 3.91654], [1.07954, -0.07655, 4.10360], [1.82368, 0.41642, 3.02740], [2.73322, 1.92000, -3.28303], [3.98519, 2.44080, -2.89051], [4.86334, 2.94104, -3.85200], [4.49834, 2.97173, -5.20250], [3.25507, 2.46213, -5.58436], [2.37761, 1.93742, -4.63608], [0.26853, 0.38644, -2.92613], [-0.74340, 1.24646, -3.40133], [-1.76059, 0.72660, -4.20723], [-1.77388, -0.63445, -4.53417], [-0.78345, -1.48352, -4.04188], [0.22806, -0.98496, -3.22012], [3.29743, -1.17708, 0.32985], [3.01905, -1.00570, -2.40581], [4.96549, -0.00102, 0.97782], [7.06154, 0.98033, 1.82649], [7.21954, 3.41640, 2.29740], [5.20643, 4.84350, 1.99627], [3.05749, 3.86228, 1.23488], [0.01146, -0.99674, 0.61246], [-1.67614, -1.22647, 2.48050], [-0.85068, -0.72954, 4.78788], [1.55612, -0.12942, 5.07784], [2.84457, 0.79438, 3.13296], [4.28196, 2.42904, -1.83782], [5.83414, 3.33281, -3.55080], [5.17619, 3.39988, -5.94976], [2.95922, 2.49116, -6.63188], [1.42592, 1.52383, -4.96525], [-0.72305, 2.31191, -3.14037], [-2.53558, 1.39858, -4.57559], [-2.56472, -1.02949, -5.17222], [-0.78955, -2.54166, -4.28881], [1.00862, -1.64252, -2.83820], [-5.18562, 0.62568, 2.23914], [-4.00010, 1.31903, 1.72690], [-2.82139, 1.29936, 2.39727], [-2.65385, 1.27927, 3.60370], [-6.03454, 1.17625, 1.81297], [-5.24046, 0.60614, 3.33966], [-5.16608, -0.39735, 1.85172]],
  "forces_ev_per_a": [[-2.2, 1.2, -0.2], [-0.5, -0.5, 0.4], [0.6, -0.5, 0.9], [0.2, -0.8, 0.3], [0.3, -0.7, 0.3], [-0.3, 0.6, -0.4], [-0.3, -0.1, -0.6], [0.1, -0.4, 0.2], [-0.2, 0.3, -0.9], [0.0, 0.4, -0.1], [0.2, -1.0, 0.6], [0.1, 1.2, -1.2], [0.1, 0.3, 0.1], [-0.4, 0.3, -0.3], [-0.3, -0.3, 0.0], [-0.1, 0.2, 0.3], [-0.2, 0.0, 0.7], [0.3, -0.3, 0.0], [-0.4, 0.2, -0.3], [0.4, 0.3, 0.2], [0.2, 0.3, -0.1], [0.2, 0.3, 0.1], [0.0, -0.1, 0.1], [0.1, 0.0, 0.3], [0.4, -0.2, -0.3], [1.4, 0.2, 2.1], [-0.5, -0.2, -3.0], [-0.6, 0.5, -1.3], [0.2, 0.2, 1.2], [0.0, -0.3, 0.6], [0.0, 0.4, 0.1], [-0.1, 0.0, -0.1], [-0.3, -0.1, -0.1], [0.1, -0.2, 0.1], [0.2, -0.3, 0.0], [0.8, -1.8, 0.0], [1.1, -0.3, 2.8], [1.7, -1.1, -1.9], [0.2, 0.6, 0.5], [-0.2, 0.0, -0.1], [-1.0, 0.6, 0.4], [0.1, -0.3, -0.3], [-0.3, -0.2, -0.3], [-0.2, 0.1, -0.1], [-0.1, -0.1, 0.1], [0.1, 0.3, 0.0], [0.4, 0.1, -0.1], [0.1, 0.1, -0.7], [0.1, -0.6, -0.1], [0.3, 0.1, 0.2], [0.0, 0.2, 0.1], [0.0, 0.1, 0.3], [-0.3, 0.4, -0.3], [0.0, 0.3, -0.5], [-0.2, 0.1, 0.4], [0.0, 0.2, 0.1], [-0.1, 0.1, -0.1], [-0.3, -0.1, -0.1], [-0.1, -0.1, -0.1], [0.2, -0.1, 0.0], [-0.2, 0.7, -0.5], [0.2, 0.6, 0.2], [0.1, -0.1, -0.3], [-0.2, 0.0, 0.0], [-0.4, -0.1, 0.3], [-0.1, 0.0, -0.3], [-0.2, -0.1, 0.0], [-0.3, -0.2, 0.3], [0.1, -0.1, 0.2], [0.2, 0.1, 0.1], [0.0, -0.5, -0.2], [0.1, -0.2, 0.0], [0.2, 0.1, 0.2], [-0.1, 0.1, 0.0], [-0.3, 0.1, -0.2], [0.4, 0.6, 0.0], [-0.7, -0.8, 0.8], [1.5, 0.4, 0.2], [-1.4, -0.2, -0.5], [0.2, -0.3, 0.3], [0.2, 0.2, -0.4], [0.0, 0.2, 0.0]]
}

[2]
{
  "formula": "C37H40N3O2PPdS2",
  "method": "ωB97M-V with the def2-TZVPD basis set",
  "total_charge": 2,
  "total_energy_ha": -3013.649249,
  "spin_multiplicity": 5,
  "homo_lumo_gap_ev": [6.46, 5.73],
  "e_homo_ev": [-11.8115, -13.7180],
  "max_force_ha_per_bohr": 0.089,
  "symbols": ["Pd", "C", "C", "C", "C", "C", "C", "N", "C", "C", "C", "C", "C", "N", "C", "C", "C", "C", "C", "C", "N", "H", "H", "H", "H", "H", "H", "H", "H", "H", "H", "H", "H", "H", "H", "H", "C", "C", "C", "O", "P", "S", "S", "O", "C", "C", "C", "H", "H", "H", "H", "H", "H", "H", "H", "H", "H", "H", "H", "H", "H", "C", "C", "C", "C", "C", "C", "C", "C", "C", "C", "C", "C", "C", "C", "H", "H", "H", "H", "H", "H", "H", "H", "H", "H", "H"],
  "coordinates": [[-0.88457, 0.48103, -0.64379], [-0.98110, -2.89293, -1.63128], [-2.20892, -2.49370, -0.78918], [-3.37590, -3.21478, -0.75648], [-4.45668, -2.83435, 0.05863], [-4.26712, -1.70366, 0.89076], [-3.09060, -1.01746, 0.79476], [-2.13900, -1.35250, -0.13464], [-2.78655, 0.11503, 1.75822], [-3.58374, 0.38276, 2.83848], [-3.24383, 1.51254, 3.64494], [-2.12605, 2.22329, 3.29400], [-1.35234, 1.88722, 2.14520], [-1.77380, 0.90135, 1.38308], [-0.24933, 2.68087, 1.53120], [0.53874, 3.52308, 2.37509], [1.43087, 4.40198, 1.76870], [1.61363, 4.35524, 0.39823], [0.82404, 3.48860, -0.35647], [0.73101, 3.50431, -1.88913], [-0.09445, 2.70914, 0.22402], [-0.73209, -3.90455, -1.57773], [-0.08987, -2.43783, -1.15263], [-1.19438, -2.56195, -2.67500], [-3.43134, -4.12998, -1.35333], [-5.29905, -3.51570, 0.06139], [-4.98948, -1.37687, 1.58159], [-4.52900, -0.08473, 2.97624], [-3.74469, 1.71307, 4.64298], [-1.76560, 3.02630, 3.93505], [0.48408, 3.36372, 3.39438], [2.01663, 5.07539, 2.39492], [2.31954, 5.02523, -0.03156], [1.65864, 3.26786, -2.34306], [0.33894, 4.49109, -2.25471], [0.01651, 2.75359, -2.23189], [6.28130, 1.45636, 1.96605], [4.77471, 1.32954, 2.15182], [4.18573, 2.38857, 3.06442], [4.48817, 0.06433, 2.74845], [4.04843, -1.22326, 1.93325], [1.63236, -0.65839, 1.82823], [1.45735, -0.23218, -0.11769], [3.68703, -2.26527, 3.08979], [3.93748, -3.75652, 2.72756], [4.38349, -4.34370, 4.07877], [2.64839, -4.35787, 2.07033], [6.69767, 2.48849, 1.72885], [6.63886, 0.78898, 1.18438], [6.81924, 1.14038, 2.86514], [4.24242, 1.47484, 1.22289], [4.76733, 2.42390, 3.96023], [3.18475, 2.12808, 3.42021], [4.10687, 3.37551, 2.54503], [4.74978, -3.75348, 2.03485], [3.55593, -4.24890, 4.85109], [5.23979, -3.75236, 4.38603], [4.65138, -5.41299, 4.12894], [1.80324, -4.39518, 2.68970], [2.88856, -5.48302, 1.80931], [2.26762, -3.86795, 1.22978], [-6.06106, -0.22299, -1.97521], [-5.51185, 0.69206, -1.00841], [-4.28136, 1.24049, -1.15244], [-3.48867, 0.66245, -2.27222], [-3.90324, -0.34346, -3.07618], [-5.28808, -0.65019, -3.00806], [-2.19981, 1.34281, -2.51329], [-1.02325, 0.68753, -2.78114], [-0.25233, 0.08784, -3.76606], [-0.60027, 0.49034, -5.13203], [0.23526, 0.14956, -6.14876], [1.19032, -0.82344, -5.89369], [1.58797, -1.21716, -4.65969], [0.82838, -0.84459, -3.60085], [-6.94667, -0.88872, -1.94839], [-6.11033, 1.04540, -0.16927], [-3.84315, 2.03797, -0.58589], [-3.22712, -0.76177, -3.85244], [-5.53876, -1.29344, -3.79991], [-2.09031, 2.48671, -2.26056], [-1.44553, 1.25291, -5.28222], [-0.01705, 0.46381, -7.14980], [1.73580, -1.16115, -6.83046], [2.40058, -1.97769, -4.45864], [1.12947, -1.12483, -2.54280]],
  "forces_ev_per_a": [[-0.2, 0.5, 1.3], [-0.9, 2.3, 0.6], [1.0, 0.0, -0.9], [-1.4, -1.1, 0.3], [1.7, 0.2, -0.2], [0.1, -1.6, -1.2], [0.8, 0.2, -0.3], [0.2, 1.1, 1.7], [-0.6, -0.5, -1.8], [0.2, 2.1, 0.8], [-0.2, -1.4, 0.7], [1.7, 0.6, 0.0], [-1.3, 0.4, -0.3], [0.7, -1.2, 0.0], [1.1, 1.9, 2.5], [-0.5, -0.8, -3.0], [0.1, -0.6, 0.7], [-0.6, -0.3, 0.3], [-0.7, 0.4, -1.1], [-0.9, 0.8, 0.8], [-0.4, -1.0, -0.7], [-0.3, -1.9, -0.2], [-0.6, 0.3, -0.7], [0.7, -0.3, 0.7], [-0.1, 0.3, 0.3], [-0.3, 0.5, 0.2], [-0.9, 0.0, 0.6], [-0.2, -0.7, 0.4], [0.4, -0.1, -1.7], [-0.2, 0.0, -0.2], [-0.2, 0.2, 2.0], [-0.1, -0.1, -0.3], [0.3, 0.3, -0.6], [1.0, 0.1, -0.5], [0.6, -0.7, 0.4], [0.2, 0.0, 0.2], [1.0, 0.7, -0.1], [0.3, 1.7, 0.0], [-0.5, 0.4, -0.2], [-0.4, -1.4, 0.4], [-0.7, -0.1, 0.4], [-0.1, 0.4, -1.1], [-0.3, 0.0, 0.5], [0.8, -0.4, -0.9], [-1.8, 0.0, 0.9], [-1.3, 0.0, 0.6], [2.6, -2.6, 0.7], [-1.1, -1.1, 0.2], [-0.1, 0.0, -0.2], [-0.3, 0.1, 0.1], [-0.1, -0.6, -0.7], [0.6, 0.5, 0.6], [-0.1, -0.2, -0.4], [0.4, -0.8, 0.5], [0.5, 0.0, -0.6], [0.9, 0.2, -1.0], [0.1, -0.1, 0.3], [0.0, 0.5, -0.7], [-0.9, 0.0, 1.6], [-0.4, 2.3, 0.3], [0.2, 0.9, -1.7], [0.1, -0.9, 0.5], [-1.7, -0.1, 0.4], [0.8, -1.8, -3.4], [1.1, 3.2, 2.4], [-1.1, -0.1, -1.0], [3.1, 0.0, -0.4], [1.1, 1.0, 1.0], [0.1, -0.5, -0.5], [-0.6, -0.1, -1.1], [-0.7, 1.8, 1.4], [-1.3, -0.8, 0.1], [2.0, 0.2, -4.1], [0.9, -2.3, 1.1], [-0.4, 1.4, 2.9], [-0.2, 1.5, 0.8], [-0.2, -0.3, -0.2], [-0.1, 0.2, 0.4], [-0.7, 0.3, 0.6], [-1.3, -1.0, -0.5], [-0.6, -2.1, -0.3], [1.3, -1.3, 0.3], [0.3, 0.0, -0.1], [-0.5, 0.2, 1.5], [-0.9, 1.1, -0.7], [-0.5, 0.3, -1.6]]
}